# C24H29NO4S2

A cluster of 2 separate species, C24H29NO4S2 in total in a non-equilibrium geometry (ωB97M-V with the def2-TZVPD basis set, OMol25).

Each atom is followed by the atoms it is bonded to, with distances in Å.
Positions of all 60 atoms, in Å:
1 C 1.833 -3.264 2.711  C2 1.397, C20 1.401, H21 1.090
2 C 2.362 -2.451 1.705  C1 1.397, C3 1.391, H22 1.093
3 C 2.401 -1.070 1.864  C2 1.391, C4 1.393, H23 1.089
4 C 1.882 -0.506 3.026  C3 1.393, S5 1.804, C19 1.391
5 S 1.817 1.288 3.197  C4 1.804, C6 1.796, O17 1.443, O18 1.452
6 C 0.077 1.707 3.048  S5 1.796, C7 1.338, S8 1.748
7 C -0.527 2.572 3.871  C6 1.338, H24 1.085, H25 1.085
8 S -0.854 1.076 1.710  C6 1.748, C9 1.771, O15 1.445, O16 1.446
9 C -2.106 0.074 2.461  S8 1.771, C10 1.400, C14 1.395
10 C -1.939 -1.316 2.432  C9 1.400, C11 1.388, H26 1.093
11 C -2.875 -2.135 3.049  C10 1.388, C12 1.399, H27 1.093
12 C -4.001 -1.575 3.662  C11 1.399, C13 1.404, H28 1.086
13 C -4.182 -0.183 3.656  C12 1.404, C14 1.396, H29 1.093
14 C -3.241 0.644 3.040  C9 1.395, C13 1.396, H30 1.095
15 O -1.508 2.179 1.044  S8 1.445
16 O -0.027 0.162 0.955  S8 1.446
17 O 2.232 1.598 4.544  S5 1.443
18 O 2.476 1.863 2.038  S5 1.452
19 C 1.405 -1.302 4.063  C4 1.391, C20 1.394, H31 1.092
20 C 1.354 -2.685 3.893  C1 1.401, C19 1.394, H32 1.091
21 H 1.797 -4.346 2.580  C1 1.090
22 H 2.745 -2.884 0.778  C2 1.093
23 H 2.819 -0.420 1.095  C3 1.089
24 H -1.564 2.838 3.696  C7 1.085
25 H 0.023 3.010 4.697  C7 1.085
26 H -1.076 -1.735 1.911  C10 1.093
27 H -2.717 -3.216 3.024  C11 1.093
28 H -4.741 -2.219 4.128  C12 1.086
29 H -5.067 0.262 4.117  C13 1.093
30 H -3.379 1.728 2.981  C14 1.095
31 H 1.054 -0.829 4.983  C19 1.092
32 H 0.940 -3.307 4.688  C20 1.091
33 C 1.332 7.024 -2.760  C34 1.526, C43 1.526, H44 1.093, H45 1.098
34 C 1.548 6.272 -1.450  C33 1.526, C35 1.531, H46 1.097, H47 1.099
35 C 1.291 4.769 -1.587  C34 1.531, N36 1.459, H48 1.111, H49 1.098
36 N 0.024 4.468 -2.243  C35 1.459, C37 1.357, C42 1.470
37 C -0.497 3.227 -2.073  N36 1.357, C38 1.381, C41 1.521
38 C -0.102 2.212 -1.224  C37 1.381, C39 1.482, H50 1.084
39 C -0.591 0.909 -1.734  C38 1.482, C40 1.547, H51 1.094, H52 1.088
40 C -1.773 1.279 -2.660  C39 1.547, C41 1.532, H53 1.096, H54 1.100
41 C -1.566 2.748 -3.044  C37 1.521, C40 1.532, H55 1.101, H56 1.102
42 C -0.301 5.211 -3.470  N36 1.470, C43 1.527, H57 1.108, H58 1.096
43 C -0.032 6.711 -3.368  C33 1.526, C42 1.527, H59 1.100, H60 1.097
44 H 1.407 8.099 -2.577  C33 1.093
45 H 2.118 6.746 -3.475  C33 1.098
46 H 2.580 6.404 -1.105  C34 1.097
47 H 0.878 6.667 -0.674  C34 1.099
48 H 2.139 4.319 -2.148  C35 1.111
49 H 1.286 4.314 -0.588  C35 1.098
50 H 0.738 2.272 -0.543  C38 1.084
51 H 0.243 0.496 -2.310  C39 1.094
52 H -0.899 0.133 -1.038  C39 1.088
53 H -1.821 0.608 -3.526  C40 1.096
54 H -2.718 1.201 -2.102  C40 1.100
55 H -2.511 3.311 -2.987  C41 1.101
56 H -1.169 2.824 -4.070  C41 1.102
57 H 0.269 4.805 -4.329  C42 1.108
58 H -1.362 5.072 -3.707  C42 1.096
59 H -0.830 7.172 -2.769  C43 1.100
60 H -0.095 7.135 -4.379  C43 1.097

Values from the calculation:
* E_LUMO: -0.5 eV
* calculated total energy: -56706.020 eV
* SMILES string: C=C(S(=O)(=O)c1ccccc1)S(=O)(=O)c1ccccc1.C1=C(N2CCCCC2)CCC1
* molar mass: 459.63 g/mol
* HOMO: -0.2359 Ha
* ΔE to the lowest compared entry with this formula, charge and spin: 0.000 eV
* Kohn-Sham gap: 5.95 eV

Results of the Mulliken charge analysis, in e, for atoms 1 through 2: -0.471 -0.546